#w
The following is a DFT calculation (the ωB97M-V functional and the def2-TZVPD basis) of an isolated ion of composition C4H6NOS and charge +1.

Properties
**Lowest unoccupied orbital energy**: -3.863 eV
**SMILES string**: O=C1S[C@H]1[C@@H]1C[NH2+]1
**Total charge**: +1
**HOMO level**: -13.9 eV

Each line ends with the Löwdin charge.
Geometry (Å):
O -3.13 0.93 -0.58  0.148
C -2.39 0.16 -0.08  -0.706
S -1.74 -1.35 0.32  1.020
C -0.97 0.34 0.72  -0.289
C 0.58 0.47 0.35  -0.150
C 1.04 0.25 -0.99  -0.060
N 1.37 -0.83 -0.08  0.168
H -0.98 0.48 1.81  0.095
H 1.11 1.09 1.15  0.190
H 0.27 0.03 -1.70  0.143
H 1.67 1.02 -1.28  0.132
H 0.91 -1.76 0.06  0.170
H 2.26 -0.82 0.30  0.136

=====

#x
The following is a DFT calculation (the ωB97M-V functional and the def2-TZVPD basis) of an isolated ion of composition C4H6NOS and charge +1.

Properties
**Lowest unoccupied orbital energy**: -4.707 eV
**Total charge**: +1
**HOMO level**: -14.0 eV

Each line ends with the Löwdin charge.
Geometry (Å):
C 1.52 -1.17 0.01  -0.257
C 0.99 1.26 0.07  -0.297
C 0.13 -0.90 -0.16  -0.356
C -1.45 0.97 0.22  0.018
N -0.10 0.47 -0.02  -0.117
O -0.81 -1.83 -0.32  0.127
S 2.41 0.32 0.04  1.148
H 2.13 -2.09 -0.13  0.108
H 1.09 2.27 -0.13  0.090
H -2.31 0.32 -0.06  0.115
H -1.69 0.98 1.33  0.129
H -1.48 2.04 -0.06  0.117
H -0.44 -2.63 -0.78  0.175

=====

Most favorable structure: #x. The second most favorable one is 261.0 kJ/mol above it.

=====

#w
The following is a DFT calculation (the ωB97M-V functional and the def2-TZVPD basis) of a 10-piece molecular cluster, C26H75N3O17 overall.

Properties
**Lowest unoccupied orbital energy**: -0.030 eV
**SMILES string**: COC[C@H](C)N.COC[C@H](C)N.COC[C@H](C)N.OCCO.OCCO.OCCO.OCCO.OCCO.OCCO.OCCO
**HOMO level**: -9.2 eV

Each line ends with the Löwdin charge.
Geometry (Å):
C -0.66 -7.11 -6.26  -0.106
O 0.60 -6.49 -6.59  -0.223
C 1.78 -7.39 -6.39  -0.132
C 2.89 -6.50 -5.68  -0.432
C 3.23 -5.31 -6.48  -0.097
N 4.14 -7.25 -5.42  0.029
H -0.77 -7.23 -5.18  0.083
H -0.68 -8.13 -6.64  0.074
H -1.39 -6.54 -6.83  0.088
H 1.55 -8.21 -5.71  0.102
H 2.05 -7.89 -7.32  0.117
H 2.51 -6.12 -4.73  0.135
H 3.65 -5.68 -7.42  0.083
H 3.98 -4.62 -6.08  0.083
H 2.36 -4.70 -6.72  0.079
H 4.59 -7.67 -6.22  0.064
H 3.87 -8.12 -4.97  0.053
C 2.45 -0.10 -1.25  -0.088
O 2.44 1.10 -0.47  -0.216
C 1.35 1.18 0.44  -0.175
C 1.80 0.52 1.79  -0.447
C 0.95 0.78 2.96  -0.094
N 3.15 0.95 2.23  0.043
H 3.36 -0.15 -1.84  0.087
H 1.55 -0.23 -1.85  0.085
H 2.55 -0.94 -0.55  0.076
H 1.14 2.24 0.57  0.123
H 0.43 0.74 0.04  0.119
H 1.90 -0.56 1.71  0.126
H 1.00 -0.05 3.67  0.084
H -0.13 0.91 2.86  0.074
H 1.21 1.77 3.33  0.079
H 3.10 1.95 2.29  0.066
H 3.72 0.77 1.41  0.059
C -9.73 3.29 2.97  -0.127
O -8.53 3.22 3.66  -0.207
C -7.49 2.38 3.10  -0.182
C -6.17 2.40 3.73  -0.424
C -5.89 1.53 4.98  -0.072
N -5.81 3.76 4.23  0.033
H -9.52 3.60 1.95  0.086
H -10.36 4.05 3.43  0.090
H -10.31 2.38 3.02  0.086
H -7.84 1.35 3.24  0.131
H -7.33 2.77 2.10  0.130
H -5.40 2.05 3.05  0.129
H -6.19 0.53 4.67  0.065
H -6.40 1.78 5.91  0.084
H -4.81 1.35 5.01  0.079
H -6.68 4.24 4.06  0.046
H -5.74 3.83 5.24  0.057
O 4.33 -4.71 2.39  -0.084
C 4.93 -5.78 1.69  -0.224
C 4.39 -5.65 0.24  -0.242
O 3.01 -5.59 -0.07  -0.064
H 3.60 -4.40 1.85  0.065
H 6.01 -5.90 1.82  0.120
H 4.41 -6.59 2.21  0.108
H 4.67 -6.56 -0.29  0.114
H 4.84 -4.72 -0.12  0.122
H 2.76 -6.50 -0.25  0.083
O -1.77 7.40 3.13  -0.061
C -2.14 8.23 2.08  -0.244
C -2.37 7.36 0.80  -0.279
O -3.53 6.62 0.78  -0.058
H -2.50 6.84 3.43  0.084
H -3.10 8.69 2.32  0.119
H -1.37 8.94 1.79  0.120
H -1.54 6.67 0.63  0.118
H -2.48 8.02 -0.05  0.117
H -3.55 6.06 1.56  0.079
O -2.80 -2.63 0.70  -0.069
C -2.68 -4.05 0.74  -0.226
C -3.06 -4.63 2.12  -0.257
O -4.41 -4.42 2.49  -0.069
H -3.71 -2.44 0.46  0.081
H -3.34 -4.42 -0.05  0.115
H -1.68 -4.38 0.45  0.115
H -2.44 -4.27 2.95  0.119
H -2.95 -5.71 2.06  0.109
H -4.42 -4.75 3.39  0.083
O 2.16 7.54 6.90  -0.070
C 3.15 6.54 6.71  -0.218
C 4.37 6.81 7.66  -0.247
O 5.43 5.89 7.71  -0.079
H 1.50 7.42 6.21  0.081
H 2.66 5.60 6.98  0.111
H 3.51 6.37 5.69  0.114
H 4.08 6.79 8.71  0.110
H 4.78 7.81 7.59  0.113
H 5.93 6.01 8.53  0.084
O 11.40 0.09 2.54  -0.080
C 10.73 -0.69 1.49  -0.203
C 9.17 -0.63 1.52  -0.240
O 8.90 0.75 1.50  -0.082
H 11.67 0.91 2.10  0.073
H 11.01 -0.38 0.48  0.113
H 11.05 -1.71 1.71  0.105
H 8.75 -0.99 2.46  0.114
H 8.66 -1.14 0.70  0.115
H 8.81 0.94 2.44  0.085
O -5.52 1.07 -3.64  -0.070
C -5.65 2.47 -3.71  -0.256
C -4.27 3.16 -3.37  -0.223
O -4.32 4.54 -3.67  -0.067
H -6.24 0.84 -3.06  0.079
H -5.93 2.78 -4.72  0.109
H -6.54 2.75 -3.16  0.115
H -3.41 2.64 -3.79  0.120
H -4.13 3.01 -2.30  0.107
H -4.93 5.02 -3.10  0.087
O -3.13 -1.12 -7.07  -0.073
C -1.78 -1.61 -7.02  -0.237
C -0.85 -0.53 -7.37  -0.274
O -0.60 -0.38 -8.77  -0.065
H -3.40 -0.78 -6.21  0.077
H -1.58 -2.06 -6.05  0.121
H -1.60 -2.34 -7.81  0.126
H 0.12 -0.75 -6.94  0.120
H -1.11 0.45 -6.98  0.121
H -1.43 -0.22 -9.23  0.083

=====

#x
The following is a DFT calculation (the ωB97M-V functional and the def2-TZVPD basis) of a 10-piece molecular cluster, C26H75N3O17 overall.

Properties
**Lowest unoccupied orbital energy**: -0.133 eV
**SMILES string**: COC[C@H](C)N.COC[C@H](C)N.COC[C@H](C)N.OCCO.OCCO.OCCO.OCCO.OCCO.OCCO.OCCO
**HOMO level**: -9.0 eV

Each line ends with the Löwdin charge.
Geometry (Å):
C 2.79 2.23 0.39  -0.072
O 3.85 3.02 -0.20  -0.197
C 4.25 4.12 0.60  -0.182
C 4.97 5.32 -0.21  -0.410
C 6.34 4.95 -0.89  -0.051
N 5.28 6.41 0.65  -0.002
H 2.41 1.49 -0.31  0.082
H 1.96 2.90 0.63  0.081
H 3.17 1.79 1.32  0.069
H 3.31 4.57 0.93  0.102
H 4.82 3.88 1.50  0.118
H 4.22 5.76 -0.86  0.128
H 6.73 5.88 -1.28  0.061
H 6.20 4.20 -1.67  0.070
H 7.16 4.64 -0.24  0.074
H 5.72 7.17 0.14  0.069
H 4.36 6.81 0.78  0.069
C 1.87 -7.16 1.55  -0.128
O 2.10 -5.83 1.82  -0.196
C 1.39 -4.83 1.11  -0.161
C 2.09 -4.55 -0.27  -0.447
C 3.46 -3.89 -0.16  -0.060
N 1.28 -3.73 -1.10  0.041
H 2.47 -7.85 2.14  0.088
H 2.15 -7.37 0.51  0.081
H 0.83 -7.46 1.71  0.087
H 0.41 -5.27 0.90  0.115
H 1.25 -3.88 1.62  0.115
H 2.29 -5.49 -0.78  0.127
H 3.72 -3.53 -1.15  0.074
H 4.25 -4.54 0.20  0.074
H 3.46 -3.06 0.54  0.075
H 1.21 -2.80 -0.71  0.054
H 1.76 -3.67 -1.98  0.068
C -1.96 2.81 -2.42  -0.079
O -1.32 3.37 -3.56  -0.196
C -1.72 2.85 -4.81  -0.216
C -1.18 3.60 -6.04  -0.418
C -1.34 5.13 -5.97  -0.075
N -1.96 3.23 -7.20  0.020
H -1.44 3.09 -1.50  0.082
H -2.00 1.74 -2.60  0.074
H -2.92 3.33 -2.41  0.091
H -1.39 1.82 -4.95  0.098
H -2.81 2.79 -4.86  0.121
H -0.11 3.46 -6.17  0.129
H -0.83 5.48 -5.07  0.070
H -2.38 5.46 -5.93  0.081
H -0.85 5.66 -6.78  0.076
H -2.37 4.02 -7.68  0.061
H -2.77 2.66 -7.03  0.064
O 0.85 -1.15 1.06  -0.049
C -0.40 -0.71 1.48  -0.251
C -0.69 0.71 1.10  -0.238
O -0.99 0.90 -0.26  -0.063
H 1.47 -0.74 1.68  0.042
H -1.18 -1.33 1.04  0.112
H -0.54 -0.80 2.56  0.094
H 0.13 1.37 1.38  0.106
H -1.54 1.10 1.66  0.112
H -0.22 0.54 -0.70  0.045
O -5.51 4.02 0.55  -0.053
C -4.49 3.88 1.47  -0.273
C -4.45 2.45 2.07  -0.210
O -5.55 2.04 2.93  -0.076
H -6.27 3.76 1.07  0.086
H -3.58 4.17 0.94  0.117
H -4.59 4.65 2.24  0.113
H -3.55 2.35 2.67  0.110
H -4.52 1.80 1.20  0.108
H -5.16 1.50 3.62  0.075
O -0.96 -2.60 4.49  -0.109
C -0.95 -3.92 5.06  -0.214
C -0.85 -3.98 6.57  -0.215
O -2.15 -3.61 7.06  -0.060
H -0.10 -2.22 4.71  0.020
H -1.92 -4.25 4.66  0.123
H -0.28 -4.59 4.53  0.114
H -0.11 -3.26 6.93  0.109
H -0.51 -4.98 6.85  0.121
H -2.24 -2.66 7.03  0.085
O -0.93 -2.16 -3.61  -0.092
C -2.19 -1.57 -3.86  -0.177
C -2.96 -1.76 -2.50  -0.185
O -3.23 -3.15 -2.27  -0.065
H -0.97 -3.07 -3.31  0.082
H -2.04 -0.54 -4.18  0.107
H -2.67 -2.08 -4.70  0.121
H -3.92 -1.26 -2.54  0.130
H -2.42 -1.29 -1.67  0.104
H -2.44 -3.69 -2.28  0.088
O 2.55 0.12 3.02  -0.063
C 1.78 0.26 4.14  -0.237
C 2.11 -0.75 5.26  -0.219
O 1.49 -1.96 5.06  -0.054
H 3.46 0.14 3.32  0.114
H 2.15 1.23 4.46  0.125
H 0.70 0.35 4.04  0.130
H 1.77 -0.33 6.21  0.123
H 3.17 -0.91 5.47  0.129
H 2.10 -2.68 5.22  0.124
O 0.74 -0.07 -2.48  -0.073
C 1.84 -0.16 -3.31  -0.245
C 1.54 0.35 -4.76  -0.214
O 2.72 0.59 -5.54  -0.058
H 0.18 -0.82 -2.72  0.044
H 2.59 0.46 -2.82  0.115
H 2.24 -1.17 -3.40  0.117
H 0.82 1.16 -4.73  0.102
H 1.04 -0.50 -5.23  0.113
H 3.11 1.40 -5.19  0.080
O -3.01 -1.53 3.10  -0.089
C -3.67 -2.42 2.19  -0.214
C -4.14 -1.77 0.87  -0.285
O -4.73 -2.64 0.01  -0.032
H -2.45 -2.07 3.65  0.018
H -3.03 -3.27 1.94  0.120
H -4.54 -2.81 2.72  0.114
H -3.24 -1.42 0.37  0.084
H -4.61 -0.79 0.99  0.116
H -4.26 -2.61 -0.83  0.027

=====

#y
The following is a DFT calculation (the ωB97M-V functional and the def2-TZVPD basis) of a 10-piece molecular cluster, C26H75N3O17 overall.

Properties
**Lowest unoccupied orbital energy**: 0.256 eV
**SMILES string**: COC[C@H](C)N.COC[C@H](C)N.COC[C@H](C)N.OCCO.OCCO.OCCO.OCCO.OCCO.OCCO.OCCO
**HOMO level**: -9.1 eV

Each line ends with the Löwdin charge.
Geometry (Å):
C -1.04 2.89 4.06  -0.087
O -1.68 3.28 5.28  -0.175
C -1.27 2.59 6.42  -0.212
C -2.03 3.20 7.65  -0.409
C -1.80 4.75 7.84  -0.069
N -1.66 2.51 8.88  0.025
H 0.02 3.14 4.02  0.080
H -1.47 3.28 3.14  0.063
H -1.05 1.83 3.81  0.084
H -1.64 1.56 6.45  0.122
H -0.20 2.54 6.60  0.126
H -3.09 3.16 7.41  0.131
H -0.77 4.98 8.10  0.070
H -2.53 5.30 8.43  0.070
H -1.83 5.19 6.84  0.056
H -2.05 3.06 9.63  0.065
H -0.67 2.68 8.96  0.063
C -0.38 -0.81 -1.92  -0.061
O -0.87 -0.05 -0.78  -0.227
C -0.12 1.07 -0.44  -0.166
C -1.07 2.07 0.31  -0.376
C -2.36 2.46 -0.44  -0.037
N -0.32 3.28 0.54  0.048
H -0.12 -0.26 -2.81  0.084
H -1.06 -1.57 -2.31  0.087
H 0.48 -1.43 -1.65  0.062
H 0.64 0.65 0.22  0.123
H 0.30 1.61 -1.29  0.132
H -1.41 1.63 1.25  0.125
H -2.83 1.51 -0.72  0.070
H -2.16 3.02 -1.36  0.077
H -3.05 3.08 0.13  0.076
H -0.47 3.82 -0.30  0.061
H -0.90 3.89 1.10  0.041
C 5.95 -3.93 -3.48  -0.081
O 4.78 -3.19 -3.51  -0.244
C 4.90 -1.86 -3.09  -0.175
C 3.52 -1.21 -3.22  -0.423
C 3.04 -1.07 -4.65  -0.042
N 3.42 0.15 -2.69  0.037
H 6.78 -3.46 -4.02  0.098
H 5.74 -4.95 -3.80  0.101
H 6.19 -4.03 -2.42  0.096
H 5.31 -1.76 -2.09  0.133
H 5.56 -1.36 -3.80  0.132
H 2.84 -1.79 -2.59  0.125
H 3.23 -1.97 -5.23  0.076
H 3.57 -0.22 -5.10  0.082
H 1.98 -0.81 -4.73  0.072
H 3.78 0.21 -1.75  0.062
H 4.06 0.80 -3.11  0.069
O -1.34 5.65 -1.35  -0.074
C -2.40 6.15 -0.53  -0.216
C -1.94 6.80 0.80  -0.226
O -1.67 5.73 1.64  -0.078
H -0.82 6.42 -1.58  0.088
H -3.06 6.78 -1.12  0.116
H -3.01 5.27 -0.32  0.101
H -2.76 7.40 1.20  0.118
H -1.07 7.43 0.64  0.121
H -1.29 6.04 2.46  0.102
O 1.88 2.60 2.12  -0.103
C 3.06 2.74 1.39  -0.246
C 3.38 4.25 1.17  -0.259
O 3.92 4.97 2.24  -0.052
H 1.18 3.04 1.62  0.007
H 3.85 2.31 2.01  0.116
H 3.07 2.15 0.47  0.098
H 2.49 4.76 0.80  0.107
H 4.10 4.32 0.35  0.111
H 3.26 4.89 2.93  0.083
O 0.65 -3.86 0.20  -0.082
C 1.34 -2.75 0.75  -0.202
C 1.93 -3.10 2.14  -0.256
O 2.98 -3.97 2.01  -0.043
H 0.52 -3.71 -0.74  0.038
H 2.07 -2.37 0.04  0.112
H 0.58 -1.97 0.83  0.103
H 1.16 -3.48 2.81  0.123
H 2.27 -2.23 2.70  0.122
H 2.68 -4.80 1.64  0.089
O -4.02 1.40 -4.62  -0.059
C -2.66 1.05 -4.50  -0.249
C -2.26 0.07 -5.64  -0.249
O -0.90 -0.24 -5.73  -0.072
H -4.43 0.68 -4.12  0.085
H -1.98 1.90 -4.61  0.117
H -2.57 0.63 -3.50  0.106
H -2.59 0.41 -6.62  0.123
H -2.84 -0.81 -5.34  0.117
H -0.37 0.40 -6.20  0.088
O -2.57 -2.03 0.17  -0.074
C -2.94 -1.47 1.44  -0.219
C -3.61 -2.43 2.38  -0.245
O -2.71 -3.48 2.70  -0.060
H -1.97 -1.47 -0.34  0.034
H -2.06 -1.06 1.95  0.118
H -3.62 -0.65 1.23  0.114
H -4.48 -2.90 1.93  0.119
H -3.97 -1.90 3.26  0.124
H -2.43 -3.87 1.87  0.033
O -1.56 -5.36 0.86  -0.075
C -1.98 -6.07 -0.31  -0.206
C -2.56 -5.04 -1.33  -0.226
O -3.80 -4.51 -0.84  -0.069
H -0.61 -5.26 0.79  0.057
H -1.19 -6.56 -0.88  0.100
H -2.81 -6.74 -0.08  0.119
H -2.55 -5.43 -2.35  0.114
H -1.83 -4.23 -1.37  0.083
H -3.53 -3.83 -0.22  0.029
O 2.62 -4.32 -4.33  -0.070
C 2.35 -5.18 -3.26  -0.251
C 0.86 -5.17 -3.06  -0.211
O 0.30 -3.88 -2.70  -0.089
H 3.36 -3.72 -4.16  0.012
H 2.75 -6.17 -3.46  0.124
H 2.77 -4.79 -2.34  0.121
H 0.63 -5.88 -2.26  0.110
H 0.40 -5.54 -3.98  0.127
H 0.18 -3.46 -3.55  0.094

=====

Most favorable structure: #y. The second most favorable one is 168.9 kJ/mol above it.

=====

#w
The following is a DFT calculation (the ωB97M-V functional and the def2-TZVPD basis) of an isolated ion of composition C2HO4 and charge -1.

Properties
**Lowest unoccupied orbital energy**: 4.295 eV
**SMILES string**: O=C([O-])C1OO1
**Total charge**: -1
**HOMO level**: -4.4 eV

Each line ends with the Löwdin charge.
Geometry (Å):
O 0.59 0.46 1.72  -0.041
C -0.38 0.25 1.00  -0.714
O -1.57 0.27 1.21  -0.039
C 0.03 -0.17 -0.55  -0.291
O 0.76 0.60 -1.43  0.002
O 1.26 -0.69 -0.94  -0.005
H -0.68 -0.72 -1.01  0.087

=====

#x
The following is a DFT calculation (the ωB97M-V functional and the def2-TZVPD basis) of a 2-piece molecular cluster, C2HO4 overall.

Properties
**Lowest unoccupied orbital energy**: 4.226 eV
**Total charge**: -1
**HOMO level**: -2.8 eV

Each line ends with the Löwdin charge.
Geometry (Å):
C -1.54 0.11 -0.44  -0.517
C 0.81 0.35 0.19  -0.272
O -1.45 0.00 -1.63  0.046
O -2.07 -0.02 0.62  0.072
O 1.15 -0.42 1.33  -0.175
O 1.36 -0.96 0.08  -0.197
H 1.73 0.94 -0.15  0.042

=====

Most favorable structure: #w. The second most favorable one is 162.6 kJ/mol above it.